ORCA calculation (the ωB97M-V functional and the def2-TZVPD basis) on a 2-piece molecular cluster, H4NO3PSi overall.

Bonds (Å) are listed after each position.
Cartesian coordinates (Å):
1 N 0.782 -0.376 -0.402  Si5 1.718, P6 1.682, H7 1.051
2 O 0.488 1.879 -1.827  P6 1.492
3 O -0.966 -0.145 -2.202  P6 1.493
4 O -0.996 1.229 0.096  Si5 1.853, P6 1.632
5 Si -0.056 -0.044 1.061  N1 1.718, O4 1.853, P6 2.416, H8 1.430, H10 1.392
6 P -0.208 0.701 -1.233  N1 1.682, O2 1.492, O3 1.493, O4 1.632, Si5 2.416
7 H 0.683 -1.356 -0.770  N1 1.051
8 H 0.909 0.465 1.985  Si5 1.430
9 H 0.559 -1.881 1.555  no bonds
10 H -1.195 -0.471 1.738  Si5 1.392

Kohn-Sham gap	0.2478	Ha
total energy	-24865.464	eV
lowest unoccupied orbital energy	7.161	eV
molar mass	125.1	g mol⁻¹
net charge	-2
energy above the lowest of the compared OMol25 structures with the same formula, charge and spin	3.9	kcal per mole
2S+1	1

Partial charges, natural (NBO), in e:
1. N -1.44
2. O -1.23
3. O -1.24
4. O -1.17
5. Si 1.39
6. P 2.43
7. H 0.41
8. H -0.26
9. H -0.61
10. H -0.27